C4H9NO2 | ωB97M-V with the def2-TZVPD basis set

The max |F| is 0.094 Eh/bohr. Its spin multiplicity is 1. The value obtained for the energy is -9874.3661 eV. The value obtained for the HOMO energy is -9.4 eV. For the orbital gap, the calculation gives 9.961 eV. The calculation puts the energy relative to the best compared isomer or geometry (same formula, charge and spin) at 549.4 kJ/mol.

```
16
Properties=species:S:1:pos:R:3:forces:R:3
O 2.742281 -0.178778 0.114506 -1.66 0.46 0.08
O -1.563160 1.209637 -0.324063 0.85 0.87 -0.61
N 0.672437 0.860185 0.555211 -3.16 -2.22 -2.88
C -0.935006 -1.053956 0.454497 1.06 3.56 -1.54
C 1.891234 0.590140 -0.683439 0.09 1.09 2.10
C -0.644375 0.508000 -0.017596 -1.20 -3.22 2.13
C -2.168470 -1.633588 -0.184699 -0.68 -1.66 0.35
H 2.019230 1.666081 -0.776511 1.19 -0.38 -0.81
H 1.736670 -0.072114 -1.588716 -1.49 1.37 0.81
H -2.996822 -0.954384 -0.410848 0.65 0.51 -0.04
H 0.057702 -1.303848 0.064413 -0.42 -1.75 0.51
H 1.916506 -0.444588 0.646025 1.88 -0.35 0.51
H -0.872165 -0.822395 1.528961 -0.24 -0.86 -0.27
H -1.852588 -2.141105 -1.103832 -0.32 0.17 0.03
H -2.708012 -2.412835 0.418670 0.90 0.46 -0.24
H 0.104048 1.414425 1.221266 2.55 1.97 -0.11
```
Positions in Å, forces in eV/Å.

Löwdin atomic charge list, values in e, 4 entries:
1. O -0.0964
2. O 0.0904
3. N -0.0030
4. C -0.1606

---

C43H48IrN2O4S2Se | ωB97M-V with the def2-TZVPD basis set

The max |F| is 0.014 Eh/bohr. Its spin multiplicity is 6. The value obtained for the energy is -146395.1659 eV. The value obtained for the HOMO energy (spin up / spin down) is -6.5 / -7.7 eV. For the orbital gap (spin up / spin down), the calculation gives 6.898 / 5.035 eV. The expectation value of S² is 8.832. The calculation puts the energy relative to the best compared isomer or geometry (same formula, charge and spin) at 21.8 kJ/mol.

```
101
Properties=species:S:1:pos:R:3:forces:R:3
Ir 0.078878 -0.572631 0.117806 0.30 0.08 0.66
Se -0.082758 1.826625 1.156581 0.00 -0.26 0.19
S 3.946976 -3.692523 0.482275 -0.06 0.10 -0.02
S 2.336235 -3.034938 -1.946455 -0.01 0.07 0.14
O -2.400258 0.091433 -0.022583 0.18 -0.16 0.10
O -0.954668 -2.174806 -2.165537 -0.04 -0.21 -0.41
O -0.083622 -1.222624 2.013935 -0.39 0.38 -0.02
O 0.516958 2.113372 -2.079306 -0.04 -0.01 0.01
N 2.446504 -1.590103 0.307225 -0.06 0.30 0.07
N 0.020439 -0.131679 -1.827957 -0.33 -0.34 -0.57
C -0.835846 -0.511652 -3.965775 -0.02 -0.04 0.09
C -1.841265 2.308519 0.549506 0.12 -0.17 -0.05
C -3.558856 3.988288 0.348289 -0.04 -0.16 -0.07
C 4.406498 -1.671073 3.940092 -0.01 -0.05 -0.11
C -1.230801 3.219317 6.487472 0.03 -0.01 -0.01
C -2.783671 1.436843 7.248708 0.00 0.01 0.00
C -1.595778 -0.106013 5.120436 0.02 -0.16 -0.01
C 3.062246 -1.524355 1.518082 0.05 -0.14 0.05
C -0.597322 -0.414598 2.950359 0.35 -0.11 -0.23
C -3.831177 5.741859 2.089337 -0.01 0.01 -0.03
C -4.057216 1.720627 -0.445081 0.08 -0.07 -0.04
C -1.836622 -3.216169 3.327979 -0.04 -0.02 -0.01
C -1.396852 -1.038813 -5.108889 -0.03 -0.04 -0.06
C 0.459761 -2.959370 4.330508 0.01 0.02 -0.03
C -1.682120 1.276539 4.967864 -0.04 0.08 0.06
C -0.665605 0.978267 2.800189 -0.10 0.30 -0.02
C -5.055334 0.758902 -1.094623 0.01 -0.07 0.04
C -1.486191 -0.206077 -6.223816 0.02 0.00 0.07
C 2.900050 -0.490914 2.457495 -0.04 -0.02 -0.05
C 2.823580 -2.649014 -0.383299 0.06 -0.27 -0.11
C 4.595463 -2.689679 3.032280 -0.02 0.12 0.09
C 0.119451 1.055158 -2.518735 -0.04 0.14 -0.15
C -3.069682 6.358687 -0.226270 0.00 -0.03 0.01
C -4.417119 3.029891 -0.215218 0.19 0.26 0.06
C -1.556018 -2.877018 5.760735 0.00 0.02 -0.04
C -5.432038 5.689879 0.184880 0.03 -0.01 0.01
C -1.068057 -0.965078 4.159649 -0.07 -0.11 0.24
C -2.735219 1.286462 0.013577 -0.16 0.16 0.04
C -3.981046 5.427957 0.590319 0.01 0.01 0.02
C 3.568531 -0.573676 3.647214 0.05 -0.02 0.11
C 3.921154 -2.607604 1.812545 -0.02 -0.06 -0.10
C -4.406742 -0.420437 -1.841445 0.04 0.07 -0.02
C -0.613641 -1.100896 -2.604451 0.12 0.29 0.04
C -1.001417 -2.481832 4.387701 0.03 0.02 0.07
C -1.193028 1.802449 3.786232 0.08 0.00 -0.12
C -2.240622 3.593797 0.697963 -0.24 0.09 -0.06
C -5.958770 0.210207 0.025021 0.09 -0.01 0.00
C -5.923907 1.503125 -2.120484 -0.05 0.03 0.02
C -2.286168 2.206192 6.024727 0.01 -0.05 -0.03
C -0.476381 1.633102 -5.006096 -0.02 0.07 -0.10
C -3.476821 2.962710 5.417115 0.00 -0.03 -0.03
C -1.032170 1.109631 -6.173131 0.01 -0.02 0.05
C -0.389401 0.798738 -3.915031 0.05 -0.07 0.17
H -5.306392 1.957765 -2.898256 -0.02 0.00 0.01
H -0.126458 2.656094 -4.950204 -0.01 -0.01 -0.01
H -3.918086 -1.123779 -1.176812 0.00 0.00 0.00
H 0.902723 -2.757772 3.356389 0.00 -0.01 0.04
H -1.753551 -2.060827 -5.132151 0.01 0.02 -0.01
H -3.920099 3.633425 6.158078 0.01 -0.01 -0.02
H -6.126492 5.066756 0.752333 0.00 0.01 -0.02
H -2.801009 5.625393 2.429571 -0.02 0.00 0.00
H -0.377036 2.705874 6.935462 -0.01 0.02 -0.01
H -2.606420 -2.595823 5.867863 0.02 -0.01 0.02
H -3.160431 6.148271 -1.293728 0.01 0.01 0.02
H -1.545919 4.314864 1.109422 -0.04 0.03 0.00
H 0.505267 -4.035845 4.518700 -0.01 0.02 0.01
H -1.481515 -3.011056 2.320752 0.00 0.00 0.02
H 3.450203 0.210444 4.383354 0.00 0.00 0.00
H -3.665110 -0.069206 -2.564781 -0.02 -0.02 0.02
H -3.356390 7.398049 -0.053733 0.01 -0.01 0.00
H -5.410508 3.341237 -0.497721 0.04 0.04 0.01
H -6.487454 1.020857 0.531745 0.00 -0.03 0.00
H -4.465009 5.083304 2.686944 0.02 0.01 0.00
H -6.696002 -0.475565 -0.398409 0.01 0.01 0.01
H 4.913518 -1.710401 4.894957 0.00 0.01 0.01
H -1.783325 -4.294685 3.504016 -0.01 0.03 -0.01
H -5.677655 6.733229 0.388384 0.00 -0.01 0.00
H -0.985269 -2.426726 6.576613 -0.02 0.00 -0.01
H -6.549761 2.279201 -1.676816 0.01 -0.05 -0.02
H -4.131253 6.774331 2.281258 0.00 -0.02 0.00
H -5.591842 5.512876 -0.880709 -0.01 0.00 0.02
H -1.491490 -3.961526 5.869649 0.00 0.02 -0.01
H -5.367119 -0.335061 0.763229 -0.02 0.01 -0.01
H -3.558609 0.715337 6.980687 0.02 0.01 0.02
H 2.252195 0.340365 2.222790 -0.03 0.03 0.01
H -2.020873 6.247173 0.051806 -0.02 0.01 -0.01
H -0.861610 3.821562 5.654625 -0.01 -0.01 0.03
H -2.885283 -2.913591 3.395769 0.02 -0.01 -0.01
H -1.969812 0.904105 7.745357 -0.02 0.00 0.00
H -1.115234 1.733154 -7.054156 0.00 0.00 0.00
H -3.171196 3.562304 4.556446 -0.02 -0.02 0.03
H -1.961221 -0.537953 6.039581 0.01 -0.02 -0.03
H -1.224197 2.872823 3.607815 0.01 -0.03 -0.01
H -1.656274 3.896967 7.232199 0.01 -0.01 -0.01
H -6.595619 0.786861 -2.595772 0.01 0.01 -0.01
H -3.212900 2.136370 7.968976 0.00 -0.01 -0.01
H -4.244316 2.260311 5.083208 0.01 0.03 0.00
H -5.186560 -0.949916 -2.393040 0.00 0.03 -0.01
H -1.916506 -0.584392 -7.142227 0.00 0.00 0.00
H 1.055340 -2.454431 5.095929 0.00 -0.01 -0.01
H 5.244243 -3.526154 3.252597 0.00 0.00 0.02
```
Positions in Å, forces in eV/Å.

Löwdin atomic charge list, values in e, 4 entries:
1. Ir 1.2213
2. Se 1.1185
3. S 1.0479
4. S 0.7527